# 1
A structure of composition C34H60CaN5P2, computed with ωB97M-V/def2-TZVPD.

Output
Max |F|: 1.875 eV/A
Charge: +1
HOMO-LUMO gap: 0.280 hartree

Geometry as XYZ:
```
102
Properties=species:S:1:pos:R:3:forces:R:3:lowdin_charge:R:1
Ca 0.467162 0.216186 -0.727471 1.826 -0.388 -0.178 1.181
C 2.105062 2.599286 -2.564771 -0.234 0.308 0.072 -0.162
C 0.639662 2.992586 -2.730471 0.472 0.105 -0.254 -0.198
N -0.278238 2.029386 -2.114371 -0.425 0.606 0.136 -0.148
C -1.183838 1.389786 -3.064471 -0.230 -0.196 -0.602 -0.196
C -0.474338 0.275486 -3.828471 -0.230 0.260 -0.177 -0.188
N -0.026338 -0.736914 -2.885571 -0.464 -0.187 -0.249 -0.161
C 0.481062 -1.962114 -3.498471 0.298 -0.238 -0.232 -0.207
C 1.751862 -1.803714 -4.341871 -0.050 0.163 0.271 -0.153
C 2.842162 -0.884014 -3.773371 -0.054 -0.064 -0.322 -0.220
N 2.841762 -0.777014 -2.316871 -0.045 -0.204 0.251 -0.081
C 3.969062 0.015186 -1.839171 0.150 0.031 0.351 -0.212
C 3.707962 0.577186 -0.443071 0.465 -0.231 -0.331 -0.204
N 2.508062 1.408386 -0.403971 0.409 0.361 0.660 -0.200
C 2.631962 2.675186 -1.128671 0.096 0.245 -0.335 -0.193
H 2.696662 3.263986 -3.198471 0.061 -0.127 -0.054 0.127
H 2.206462 1.578686 -2.912371 0.142 -0.117 -0.241 0.064
H 0.422962 3.064686 -3.801571 -0.038 0.026 0.052 0.123
H 0.496462 3.996086 -2.320471 -0.122 -0.084 0.012 0.110
H -0.852338 2.517786 -1.434571 -0.018 0.060 0.040 0.075
H -1.603338 2.110386 -3.782971 0.054 -0.082 0.128 0.132
H -2.019038 0.959286 -2.506171 0.026 0.056 0.028 0.106
H 0.389362 0.691186 -4.351571 0.023 -0.039 -0.127 0.114
H -1.163438 -0.141614 -4.580671 0.121 0.085 0.030 0.137
H -0.865238 -1.032714 -2.387671 -0.110 -0.142 -0.286 0.047
H -0.284838 -2.417414 -4.150771 0.112 0.018 0.237 0.129
H 0.674762 -2.661314 -2.680671 -0.077 -0.013 -0.030 0.102
H 1.483562 -1.427414 -5.330371 0.078 -0.075 -0.052 0.112
H 2.165262 -2.804014 -4.481671 -0.090 -0.024 -0.084 0.114
H 2.700162 0.122286 -4.178371 0.077 -0.028 0.055 0.100
H 3.818262 -1.237314 -4.146771 -0.134 0.155 0.027 0.126
H 2.922062 -1.716414 -1.934771 -0.023 0.051 0.046 0.104
H 4.122762 0.851186 -2.523071 0.068 -0.071 -0.081 0.112
H 4.902562 -0.562314 -1.823671 0.004 0.112 -0.020 0.131
H 4.600262 1.146286 -0.137971 -0.114 -0.094 0.055 0.128
H 3.576062 -0.249914 0.262729 0.000 0.048 0.027 0.114
H 2.344762 1.642786 0.572329 0.008 -0.005 -0.059 0.046
H 3.682962 2.999486 -1.146671 -0.133 -0.012 0.099 0.126
H 2.060662 3.434386 -0.588571 0.070 0.018 0.085 0.113
C -1.047938 4.575886 0.314729 0.197 -0.064 0.108 -0.124
C -0.468338 4.042186 1.624429 0.161 -0.300 -0.306 -0.531
C -1.289838 4.652286 2.760529 0.177 -0.139 -0.014 -0.120
P -0.229638 2.156086 1.494629 -0.201 0.714 1.136 1.085
C 0.615362 1.778086 3.154229 -0.014 -0.020 -0.224 -0.519
C 1.510762 2.887186 3.698829 -0.271 0.013 -0.050 -0.113
C 1.497462 0.540986 3.001829 -0.392 -0.022 0.038 -0.153
C -1.919238 1.485686 1.661129 0.158 -0.087 -0.204 -0.320
C -2.784038 1.964686 2.646429 -0.102 -0.071 0.020 -0.115
C -4.124938 1.640786 2.673129 -0.091 0.090 0.179 -0.089
C -4.621538 0.774686 1.709729 0.066 0.069 0.139 -0.073
C -3.768838 0.190386 0.807929 -0.009 -0.192 -0.189 -0.034
C -2.390438 0.486586 0.761229 -0.680 0.200 0.569 -0.336
N -1.520138 -0.243814 0.014629 -0.993 0.505 -0.017 -0.217
C -1.920238 -1.412814 -0.610671 -0.300 -0.796 -0.062 -0.416
C -2.891338 -1.553114 -1.607771 -0.105 0.096 0.050 -0.063
C -3.139138 -2.792914 -2.172671 -0.061 0.054 -0.062 -0.063
C -2.404738 -3.903614 -1.795871 0.087 -0.107 -0.037 -0.072
C -1.412838 -3.784314 -0.835071 -0.126 -0.005 -0.090 -0.074
C -1.186838 -2.559614 -0.229671 0.286 0.383 -0.120 -0.324
P -0.034838 -2.081814 1.093129 0.268 -1.141 0.869 1.068
C -1.235638 -2.045714 2.559729 0.090 0.258 -0.140 -0.489
C -0.558838 -2.288314 3.908529 0.031 0.082 -0.170 -0.101
C -2.436638 -2.975714 2.397329 0.070 0.199 -0.062 -0.085
C 1.096662 -3.551414 1.445729 -0.163 0.347 -0.120 -0.534
C 2.023862 -3.679914 0.237829 0.014 0.092 0.155 -0.137
C 0.555862 -4.918414 1.856829 -0.012 0.188 0.066 -0.099
H -1.257738 5.638586 0.423329 -0.058 0.088 -0.088 0.086
H -1.985838 4.071686 0.082729 -0.126 -0.021 -0.092 0.082
H -0.349238 4.466086 -0.511371 0.002 -0.058 -0.126 0.036
H 0.560862 4.415386 1.717129 -0.084 -0.123 -0.033 0.092
H -2.351838 4.563786 2.545729 -0.074 0.005 0.081 0.077
H -1.049038 5.714086 2.818729 -0.016 0.065 0.018 0.089
H -1.083638 4.212686 3.732029 -0.041 -0.014 0.112 0.061
H -0.176938 1.556586 3.877829 0.007 0.054 -0.093 0.109
H 2.253662 3.175586 2.955629 0.137 0.106 -0.039 0.076
H 2.041862 2.502786 4.569029 0.086 0.041 0.049 0.086
H 0.961062 3.769086 4.008329 0.020 0.142 -0.009 0.060
H 2.404162 0.776186 2.444629 0.130 0.022 -0.108 0.062
H 0.971162 -0.260214 2.488029 0.145 -0.052 0.037 -0.010
H 1.811862 0.191186 3.982629 0.069 -0.113 0.095 0.086
H -2.392438 2.580586 3.438729 0.021 0.129 -0.023 0.084
H -4.772738 2.047886 3.433929 -0.028 0.035 0.086 0.103
H -5.670038 0.518586 1.691529 -0.112 -0.044 0.031 0.109
H -4.159438 -0.566114 0.145329 -0.068 0.032 -0.012 0.093
H -3.468238 -0.696014 -1.929771 -0.032 0.051 0.014 0.116
H -3.919638 -2.887214 -2.911771 -0.074 -0.032 -0.112 0.110
H -2.605838 -4.863214 -2.242671 -0.033 -0.136 -0.085 0.107
H -0.851938 -4.659914 -0.552771 0.070 -0.054 0.065 0.089
H -1.609538 -1.013714 2.560829 0.065 -0.142 0.010 0.085
H -0.239138 -3.319314 4.021129 0.068 -0.121 0.049 0.064
H -1.272738 -2.080114 4.704429 -0.037 0.019 0.058 0.087
H 0.302662 -1.645714 4.059329 0.129 0.044 0.072 0.050
H -2.134638 -4.014914 2.305229 0.011 -0.154 -0.023 0.070
H -3.027738 -2.716014 1.523729 -0.106 -0.022 -0.034 0.068
H -3.077338 -2.886314 3.272929 -0.069 0.004 0.095 0.088
H 1.701862 -3.176414 2.287229 -0.140 0.027 -0.143 0.104
H 1.464762 -4.005414 -0.638671 0.007 -0.036 -0.141 0.061
H 2.809762 -4.408314 0.428929 0.095 -0.061 -0.029 0.085
H 2.490262 -2.715714 0.019029 0.079 -0.027 -0.064 0.038
H 0.109062 -5.451314 1.022629 -0.041 -0.084 -0.045 0.064
H -0.184038 -4.840014 2.646229 -0.055 -0.098 0.037 0.049
H 1.381962 -5.521814 2.235129 0.001 -0.103 -0.017 0.086
```
Forces are in eV/Å.

# 2
A cluster of 2 separate species, C3H10OS in total, computed with ωB97M-V/def2-TZVPD.

Output
Relative energy (zero: lowest compared OMol25 entry of this formula, charge and spin): 74.4 kJ/mol
Max |F|: 1.604 eV/A
HOMO-LUMO gap: 0.349 hartree
Structure (SMILES): CSC.CO

Geometry as XYZ:
```
15
Properties=species:S:1:pos:R:3:forces:R:3:lowdin_charge:R:1
C 1.935224 0.422588 0.434131 0.392 0.470 0.535 -0.437
S 0.971284 -0.677615 1.476664 -0.154 0.861 0.536 0.725
C 1.187580 -2.125677 0.519483 0.571 -1.340 -0.672 -0.487
H 2.994722 0.159598 0.469106 -0.116 -0.355 -0.406 0.035
H 1.515356 0.437204 -0.567669 0.221 0.046 -0.142 0.030
H 1.937223 1.430955 0.856189 -0.460 -0.067 -0.046 0.032
H 0.685647 -2.964991 1.002216 -0.246 0.159 -0.083 0.033
H 2.235372 -2.436414 0.448981 0.041 0.220 0.126 0.039
H 0.842527 -2.018346 -0.511704 -0.271 0.025 0.135 0.038
C -2.034361 1.277663 -0.611964 -0.023 -0.789 0.398 -0.168
O -3.297768 0.861300 -1.108327 0.227 -0.217 0.163 -0.116
H -2.011513 1.410365 0.473055 -0.364 0.400 0.065 0.073
H -1.725555 2.183366 -1.124098 0.516 -0.004 -0.030 0.077
H -1.369343 0.421562 -0.726864 0.257 0.282 -0.554 0.063
H -3.866394 1.618439 -1.029197 -0.589 0.310 -0.025 0.061
```
Forces are in eV/Å.

# 3
A structure of composition C3H4O3Pb, computed with ωB97M-V/def2-TZVPD.

Output
Relative energy (zero: lowest compared OMol25 entry of this formula, charge and spin): 372.6 kJ/mol
Max |F|: 2.966 eV/A
Charge: -1
HOMO-LUMO gap (alpha / beta): 0.172 / 0.225 hartree
Multiplicity: 2

Geometry as XYZ:
```
11
Properties=species:S:1:pos:R:3:forces:R:3:lowdin_charge:R:1
O 1.048888 1.060855 -0.200778 0.759 0.567 -0.166 -0.143
C 0.835813 -0.268955 -0.233177 0.053 0.501 0.262 -0.547
O 1.816446 -0.908225 -0.723347 0.039 1.538 -0.672 -0.339
Pb 0.950862 -2.623085 0.332993 0.888 -2.088 1.911 0.835
O -0.823233 -2.591206 -0.794406 -1.546 0.183 -1.056 -0.639
C -1.517427 -1.509721 -0.900680 -0.114 -0.356 -0.428 -0.228
H -2.012911 -1.298775 0.100427 0.177 0.090 0.358 -0.059
C 0.103404 1.870271 0.476855 -0.396 -0.224 -0.109 -0.114
H -0.359264 1.314034 1.304233 0.053 0.127 -0.254 0.079
H -0.670061 2.204766 -0.230118 0.098 -0.108 0.240 0.082
H 0.627481 2.750036 0.867996 -0.010 -0.231 -0.085 0.073
```
Forces are in eV/Å.